(1)
26
Properties=species:S:1:pos:R:3:mulliken_charge:R:1 method="wB97M-V/def2-TZVPD" e_homo_ha=-0.277 multiplicity=1 homo_lumo_gap_ev=8.136
N -1.99078 -0.09681 -0.09657 0.29
H 0.52279 -2.51718 0.15323 0.17
C -2.79645 -1.01040 0.55402 -0.56
O -1.97939 2.06189 -1.64279 -0.58
C -1.24857 -0.62415 -1.25562 -0.38
N 0.63925 0.74608 -1.99992 0.19
N 1.35074 -1.96341 0.22228 -0.49
H -1.53075 3.26362 1.11015 0.37
H -1.06799 1.45143 1.51191 0.31
C 2.35759 0.09146 -0.86111 0.05
H -3.52505 -0.73543 1.28637 0.37
H -1.83900 -0.46719 -2.22846 0.39
H -2.79836 -3.14607 0.80929 0.46
S -2.49528 1.57859 -0.34556 0.39
C -2.52810 -2.29479 0.29142 -0.37
S -1.51973 -2.44692 -1.18927 -0.19
H 0.20265 1.64801 -2.09845 0.36
H 2.28502 -2.26806 0.11118 0.22
H 4.18442 0.65718 -1.00170 0.32
N 3.65420 -0.04138 -0.43819 -0.54
H -0.28462 2.38337 0.07162 0.15
C 0.18695 -0.23565 -1.22869 -0.13
N 1.97748 0.94638 -1.78092 -0.99
H 3.90782 0.09175 0.50742 0.24
C 1.24652 -0.74610 -0.46646 0.68
C -1.18201 2.23291 0.83333 -0.75


(2)
20
Properties=species:S:1:pos:R:3:mulliken_charge:R:1 method="wB97M-V/def2-TZVPD" e_homo_ha=-0.330 multiplicity=1 de_lowest_ev=7.227 homo_lumo_gap_ev=9.855
C -2.24351 -0.02330 0.47238 -0.75
C -0.66706 -0.19369 -0.87788 -0.24
H 1.63272 -0.12784 -1.45501 0.38
C -0.78478 0.22775 0.94725 -0.25
H 1.56759 1.46880 1.16742 0.27
H 0.15368 -0.44331 -1.78872 0.20
O -1.90788 -0.00042 -1.12451 -0.50
H -2.81305 -0.98509 0.41789 0.30
H -2.74238 0.88043 0.68844 0.31
C -0.10702 -1.02271 0.18104 0.75
N 2.11837 0.00864 -0.33748 -0.50
H 1.78817 2.00023 -0.56547 0.37
H 1.73081 -2.02660 -0.67922 0.27
H -0.72943 -1.85893 0.62233 0.38
H -0.38815 0.58845 1.85862 0.56
C -0.17271 1.08765 -0.21069 0.04
C 1.39840 1.20427 0.04041 -0.78
H -0.79700 2.08208 -0.43148 0.33
H 1.70731 -1.68767 0.99091 0.38
C 1.25592 -1.17872 0.08378 -1.49


(3)
20
Properties=species:S:1:pos:R:3:mulliken_charge:R:1 method="wB97M-V/def2-TZVPD" e_homo_ha=-0.358 multiplicity=1 de_lowest_ev=3.887 homo_lumo_gap_ev=10.472
H 1.21287 -3.21993 0.44094 0.29
H 2.11409 -3.16605 3.35007 0.27
C 1.06089 -2.69610 1.39336 -0.76
C 1.29612 -0.55444 2.62974 -0.70
C 2.52465 -1.30268 2.18040 -0.53
H -1.73967 1.50656 -0.19674 0.45
C 1.30758 -1.18997 1.27302 0.85
H 1.51992 -0.97943 -0.85874 0.36
H 1.76646 0.51813 0.04901 0.31
H 1.38829 0.53309 2.63350 0.29
N -1.42030 -0.14486 -0.36877 -0.66
H 0.08761 -2.99076 1.81167 0.27
C 2.30071 -2.80936 2.32618 -0.56
O -0.82093 2.24671 -0.15618 -0.78
H -0.35817 2.32659 0.68545 0.30
C -0.23512 0.00670 -0.29465 0.43
H 3.10515 -3.40908 1.88383 0.26
H 3.49122 -0.80545 2.08244 0.34
H 0.65463 -0.96096 3.41844 0.21
C 1.15543 -0.39673 0.00248 -0.67


(4)
20
Properties=species:S:1:pos:R:3:mulliken_charge:R:1 method="wB97M-V/def2-TZVPD" e_homo_ha=-0.345 multiplicity=1 de_lowest_ev=1.718 homo_lumo_gap_ev=10.119
H 0.32477 2.24136 0.48801 0.41
H 2.02191 -0.17485 -1.68156 0.33
N -1.54935 0.89064 -1.25300 -0.76
O 1.76720 -1.86686 -0.61896 -0.46
H -1.40308 -1.89887 0.13103 0.31
H -2.33469 -1.46376 -1.33089 0.41
C -1.35311 -1.44728 -0.85978 -1.29
C 1.54071 -0.70204 -0.83238 -0.38
C 0.34178 -0.38990 1.31317 -0.64
C 0.57598 0.14911 -0.06790 2.09
C -0.87696 -0.04061 -0.77483 0.44
H 1.99839 1.69661 0.40378 0.41
H 1.08912 1.99910 -1.08182 0.52
H -1.01428 1.07091 2.00738 0.26
C -0.48993 0.14698 2.18732 -0.76
H 0.83095 -1.33567 1.50972 0.36
H -0.65467 -2.03497 -1.45791 0.31
H -1.20168 1.84107 -1.18296 0.24
C 1.01920 1.60920 -0.06516 -2.08
H -0.63228 -0.29017 3.16675 0.29


(5)
20
Properties=species:S:1:pos:R:3:mulliken_charge:R:1 method="wB97M-V/def2-TZVPD" e_homo_ha=-0.308 multiplicity=1 de_lowest_ev=8.073 homo_lumo_gap_ev=8.931
H 2.48188 1.11734 0.75376 0.19
H -0.67396 1.06974 2.15139 0.38
H 1.33323 -1.89502 0.25589 0.43
H 3.82733 0.03638 0.80899 0.24
H -0.96015 -1.69718 -1.23880 0.31
H -2.23691 -1.69970 0.15338 0.25
C 1.84518 -0.93350 0.14678 -0.37
H 2.41306 -0.36293 -1.89943 0.40
C 2.54977 -0.39967 -0.88208 -0.17
C -1.48096 -1.14324 -0.48693 -0.68
C -1.36350 0.64832 1.47349 -1.58
C -1.97917 0.14202 -1.04811 -0.73
H -1.88308 -0.05083 2.07530 0.41
C -0.90924 0.16547 0.08903 1.06
O 0.64903 1.73116 -0.33126 -0.47
C 2.82347 0.16975 0.49100 -0.62
H -3.03132 0.61382 -1.04038 0.25
H -2.08243 1.42898 1.25375 0.35
N 0.21828 0.64840 -0.67644 0.09
H -1.54050 0.41071 -2.04933 0.27


(6)
21
Properties=species:S:1:pos:R:3:mulliken_charge:R:1 method="wB97M-V/def2-TZVPD" e_homo_ha=-0.329 multiplicity=1 de_lowest_ev=3.755 homo_lumo_gap_ev=9.690
O 2.67412 1.44335 -0.27393 -0.60
C -1.48650 -0.17707 0.91282 -0.21
H -1.36357 -0.06121 -1.20670 0.23
C 1.40404 -1.57485 -0.57944 -0.68
C -0.86007 -0.18888 -0.22057 -0.92
H -3.51883 0.59267 0.57008 0.35
H 2.40442 0.73637 -2.22770 0.30
H -1.00674 -0.29862 1.87888 0.53
H -0.13248 1.55938 1.22250 0.31
H 1.29841 2.58777 1.66929 0.28
H 0.93465 -2.59642 -0.56396 0.24
H -3.42501 -1.13043 1.17252 0.30
H 2.30644 -1.56058 0.00037 0.26
C 0.55710 -0.29919 -0.47533 1.01
C 1.61168 1.14675 0.25442 0.40
N 0.87623 1.70641 1.29589 -0.36
H 0.40395 -1.05802 -2.52761 0.34
C -2.99771 -0.09311 1.16061 -1.28
H -3.09986 0.15549 2.21656 0.34
O 2.27500 -0.15664 -2.45929 -0.53
C 1.14473 -0.73316 -1.81943 -0.31


(7)
22
Properties=species:S:1:pos:R:3:mulliken_spin:R:1 method="wB97M-V/def2-TZVPD" e_homo_ha="-0.234 / -0.337" s_squared=2.0152 multiplicity=3 de_lowest_ev=5.863 homo_lumo_gap_ev="7.127 / 6.813"
H -1.54109 2.33680 0.73478 0.03
O 0.51903 -1.81281 1.68798 0.02
H 3.44934 -1.82352 0.28659 0.00
C -2.07914 0.22323 0.35595 0.06
N -3.38111 0.06175 -0.13706 0.03
C 1.23975 0.94628 -0.09567 -0.06
C -0.07693 1.06688 -0.28953 0.83
H -1.44557 -1.27030 -1.13998 0.03
H -1.97973 2.03206 -0.93021 0.01
H 1.83215 1.82886 0.24135 0.08
H 2.92399 -0.54090 1.43195 0.00
C -1.05484 -0.75815 -0.32855 0.81
H 3.89602 -0.06461 -0.04972 0.00
O 0.56107 -2.90704 -0.54453 0.02
H -4.12988 -0.64931 0.15516 0.00
H 1.63115 -0.70157 -1.28726 0.00
C 1.79967 -0.42953 -0.28817 0.04
H -3.48249 0.19288 -1.08952 0.00
C -1.50420 1.60298 -0.05900 0.03
H -2.20118 0.26030 1.40153 0.01
S 0.39012 -1.67392 0.26923 0.04
C 3.06853 -0.70135 0.33891 0.01


(8)
23
Properties=species:S:1:pos:R:3:mulliken_charge:R:1 method="wB97M-V/def2-TZVPD" e_homo_ha=-0.311 multiplicity=1 de_lowest_ev=0.018 homo_lumo_gap_ev=9.028
H -1.21774 3.39067 0.73704 0.34
C -2.23393 0.69409 -0.42831 -1.11
H -2.71034 0.74490 0.55614 0.45
H -1.21415 -2.40406 1.93713 0.34
C -0.12194 1.53541 0.90788 -0.90
S 2.71840 0.74690 0.42636 -0.24
C -1.71133 2.07094 -0.95346 -0.64
H 0.72921 1.87789 1.49754 0.58
H -2.57306 2.71212 -1.13032 0.44
H 3.69587 0.00294 -0.08046 0.17
H 0.08293 3.25988 -0.45244 0.26
C -1.43134 -1.47541 0.36602 0.20
S 1.58349 -1.66858 -0.95853 -0.34
O -0.92413 -1.55602 1.59851 -0.39
H -2.97866 0.29982 -1.12250 0.41
C -1.08024 -0.26150 -0.43923 -0.20
H -0.88840 1.24120 1.62001 0.24
H -1.24001 1.90449 -1.92917 0.31
H -0.96395 -0.57086 -1.47133 0.49
N 0.17299 0.37655 0.04698 0.23
C 1.36742 -0.18630 -0.24936 0.51
O -2.21938 -2.29771 -0.03051 -0.59
C -0.72441 2.70311 0.04316 -0.54


(9)
23
Properties=species:S:1:pos:R:3:mulliken_spin:R:1 method="wB97M-V/def2-TZVPD" e_homo_ha="-0.203 / -0.325" s_squared=2.0141 multiplicity=3 de_lowest_ev=2.905 homo_lumo_gap_ev="6.286 / 7.557"
C 1.33421 0.06973 -1.53845 0.01
H 0.02308 -2.43117 1.10508 0.01
H 0.16248 3.09539 1.23150 -0.01
H 1.63792 -0.81160 2.56383 -0.01
C -0.02543 -1.41837 1.28192 -0.02
H -1.65475 -0.86312 -2.23733 -0.01
H 3.15713 -0.06263 0.92049 0.01
H -0.76629 -1.33641 2.02647 0.05
C -0.79504 -0.86398 0.00593 1.04
H 0.94172 1.72288 1.85375 0.00
H 1.61630 2.52255 0.50829 0.01
H -3.22216 -1.91266 -2.08063 0.00
C -2.69058 -0.88421 -1.89281 0.06
O -1.64259 1.65333 -0.08475 0.05
S -2.47475 -0.96545 -0.03133 0.18
C 2.18446 -0.44611 0.58818 0.04
O 0.42533 1.13038 -1.33130 -0.02
H 1.35628 -0.12927 -2.57755 0.01
C 0.73820 2.25042 0.99892 0.29
C 1.24281 -0.70219 1.57050 -0.02
H -3.27142 -0.04204 -2.19761 0.00
N 2.07967 -0.58373 -0.78952 0.02
S -0.35655 1.00827 0.10642 0.33


(10)
24
Properties=species:S:1:pos:R:3:mulliken_charge:R:1 method="wB97M-V/def2-TZVPD" e_homo_ha=-0.491 total_charge=+1 multiplicity=1 de_lowest_ev=2.670 homo_lumo_gap_ev=8.161
C -0.85706 -1.44854 -1.68125 -0.37
H -1.49450 -1.45207 -2.65358 0.36
H -3.16057 0.14107 -1.07102 0.43
C 1.34421 0.57271 1.96847 0.00
O -3.15701 -0.86641 -1.24545 -0.46
H 2.31012 -0.47844 -1.67259 0.41
N 0.68184 0.04802 -0.55995 -0.06
H 0.08193 0.21480 -2.53261 0.54
C 0.23598 0.55455 1.27154 0.21
C 1.95213 -0.14310 -0.73213 0.30
H 1.25392 0.91580 3.01159 0.36
H 3.30687 0.02434 2.32035 0.49
H -0.09384 -2.24040 -1.78154 0.43
O -1.71163 -0.76459 0.77258 -0.48
C -0.34269 -0.01442 -1.60039 -1.08
C 2.69337 0.21304 1.53742 -0.28
H 3.88674 -0.41205 -0.12547 0.35
H -2.22634 0.61515 2.38332 0.13
H -0.88751 2.52831 2.19049 0.13
O -2.08511 1.76726 0.21155 -0.62
H -1.11306 0.61241 -1.30710 0.19
P -1.43418 1.34684 1.46239 0.26
C 2.92394 -0.06491 0.19745 -0.69
S -2.10756 -1.66939 -0.36407 0.43


Number 1: molar mass 245.33 u. Number 2: molar mass 125.17 u. Number 3: molar mass 125.17 u. Number 4: molar mass 125.17 u. Number 5: molar mass 125.17 u. Number 6: molar mass 141.17 u. Number 7: molar mass 173.24 u. Number 8: molar mass 205.30 u. Number 9: molar mass 205.30 u. Number 10: molar mass 220.21 u.